Molecular formula: C7H13BrN2Si
Method: DFT, ωB97M-V/def2-TZVPD

orbital gap (spin up / spin down) = 6.66 / 6.66 eV
energy above the lowest of the compared OMol25 structures with the same formula, charge and spin = 2.659 eV
LUMO level (spin up / spin down) = -1.03 / -1.03 eV
electronic energy = -88365.8304 eV
max |F| = 2.768 eV Å⁻¹
HOMO (spin up / spin down) = -7.694 / -7.694 eV

Each line ends with the Löwdin charge.
Cartesian coordinates (Å):
C -2.18 -1.50 0.01  -0.217
C -1.86 -0.12 -0.04  -0.750
C -0.65 0.39 -0.15  -0.037
C -1.44 -3.78 0.02  -0.020
C 0.46 3.20 -0.51  -0.178
C 2.15 0.65 -1.24  -0.186
C 1.51 1.31 1.77  -0.177
N 0.06 -2.01 -0.12  0.180
N -1.14 -2.34 -0.03  -0.376
Si 0.89 1.39 -0.04  0.498
Br -3.41 1.06 0.02  0.698
H -3.19 -1.87 0.09  0.094
H -0.49 -4.31 -0.03  0.084
H -1.94 -4.02 0.95  0.093
H -2.06 -4.06 -0.82  0.093
H 0.29 3.29 -1.58  0.024
H -0.43 3.55 0.00  0.021
H 1.28 3.86 -0.25  0.024
H 1.82 0.73 -2.27  0.026
H 3.11 1.14 -1.17  0.024
H 2.29 -0.41 -1.02  0.014
H 1.96 2.25 2.08  0.020
H 0.71 1.09 2.46  0.023
H 2.26 0.53 1.88  0.024